No. 1
Entry from OMol25: a molecular structure, C10H30FKO5 in a non-equilibrium geometry (ωB97M-V with the def2-TZVPD basis set).

Geometry as XYZ:
```
47
Properties=species:S:1:pos:R:3:forces:R:3
H 1.4529 -0.2202 -5.0789 -0.173 0.031 0.105
H -2.4088 3.3433 -0.2051 -0.041 0.253 0.152
C 1.5638 -1.0723 -3.0870 -2.816 -0.759 0.808
C -0.4976 4.2542 -0.8842 -0.459 -0.585 0.170
O -1.3204 1.9763 -1.2920 -0.359 0.333 -1.727
H -2.6681 1.0046 2.0978 0.312 0.153 -0.100
H -0.4149 0.1725 3.2325 -0.116 -0.553 -0.519
O -2.5436 -1.0824 1.9186 -1.726 -0.489 0.734
K -3.7918 -1.3551 -1.4825 1.026 0.133 0.475
C 1.8869 -1.0744 -4.5592 0.243 0.633 0.019
H 0.2884 0.1782 0.7819 -0.344 -0.309 -0.210
C 1.4639 1.7030 0.8078 -2.008 -0.206 -3.174
H -1.3913 1.1271 -0.8501 0.153 -0.594 0.390
H -0.9023 2.6241 0.4853 -0.386 0.798 0.714
H 0.6150 -3.6832 2.6530 0.333 -0.052 -0.180
H -1.3249 1.0119 4.3216 -0.652 0.064 0.355
H 2.9658 -0.9638 -4.6679 0.129 -0.132 -0.050
H 1.0950 2.6024 1.3009 0.487 -0.168 1.258
H 1.3516 -3.7411 0.1374 0.185 -0.263 0.126
C 2.8741 1.7698 0.3492 0.274 1.050 0.602
H -3.5329 0.0342 3.2732 -0.024 -0.037 -0.007
H 1.8544 -2.0246 -2.6433 0.472 0.040 0.060
H 1.9454 -0.2510 -2.4804 0.395 0.112 -0.435
H -0.0987 -1.1115 -1.9369 -0.215 0.283 0.502
C -2.6042 0.1027 2.7066 1.785 -0.945 0.752
H 1.5835 -1.9811 -5.0825 -0.103 -0.036 0.271
H 3.4603 1.8427 1.2652 0.821 -0.373 -0.414
H 0.2350 -5.0924 0.5715 0.389 -0.090 -0.008
C -1.3860 0.1034 3.7225 -0.495 0.826 -0.807
H 0.4628 3.9130 -1.2706 -0.049 -0.291 0.059
C 0.3578 -4.0121 0.4940 -1.356 -1.451 -0.191
H -0.9486 4.8522 -1.6760 -0.249 -0.148 0.007
H -1.8780 -1.1682 1.2322 0.756 1.029 -0.507
O 1.0666 0.4509 1.2734 0.370 -0.685 1.755
C 0.0502 -3.3250 1.7923 0.282 1.045 0.443
H -0.3517 -2.6888 -0.4774 -1.091 0.958 -0.851
O 0.0626 -1.0407 -2.8806 1.800 -0.016 -1.232
F -1.2021 -0.7274 -0.3426 -0.114 0.056 -0.176
H -1.4116 -0.7722 4.3713 -0.109 0.046 -0.103
H 0.8491 1.7743 -0.0894 0.218 0.498 -0.650
H -0.9847 -3.2668 2.1293 -0.201 -0.511 -0.508
H -0.2749 4.9241 -0.0537 -0.160 0.015 0.114
C -1.3752 3.0555 -0.3970 1.296 -0.020 0.142
H 0.3235 -2.2881 1.5970 0.136 0.323 0.528
O -0.6085 -3.6131 -0.5116 1.095 0.125 0.682
H 2.9482 2.7184 -0.1826 0.306 0.240 0.080
H 3.1645 1.0163 -0.3829 -0.018 -0.330 0.544
```
Forces are in eV/Å.

Calculated values
Net charge = 0
Total energy = -1474.95996 a.u.



No. 2
Entry from OMol25: a molecular structure, C10H30GdO2P2Si in a non-equilibrium geometry (ωB97M-V with the def2-TZVPD basis set).

Geometry as XYZ:
```
46
Properties=species:S:1:pos:R:3:forces:R:3
C -3.0703 2.4694 0.7848 0.203 0.324 0.211
H -4.0250 1.8425 -1.8628 0.089 -0.116 -0.019
C -1.3423 -2.5100 0.6325 -4.540 -7.568 0.895
H -3.8943 -0.3504 1.4708 -0.161 -0.022 -0.193
H 2.1945 1.3595 3.9699 -0.211 -0.184 0.012
H -3.9806 -1.0568 -0.1709 -0.138 0.178 0.127
H 3.0124 0.7656 -3.1372 0.158 -0.003 0.041
H -2.9739 2.2980 1.8666 -0.094 0.176 -0.269
H 0.3580 -3.1881 4.0369 0.001 -0.065 -0.119
H 0.4704 1.0582 4.3351 0.170 -0.039 0.059
Gd -0.0111 -0.4913 0.3703 1.583 1.703 -0.201
H -2.4064 3.2982 0.4947 -0.255 -0.234 0.133
H 4.9650 -0.1102 -0.6725 -1.071 0.224 0.221
O -1.8938 -3.5368 0.8107 3.210 5.776 -0.847
C 3.2486 -1.8522 3.6759 0.122 0.247 0.563
C 0.3056 -2.1673 4.4193 -0.324 -0.092 -0.199
O 1.2655 -0.7784 1.9778 -0.451 -0.142 0.146
C -3.0430 1.3613 -1.8282 0.263 -0.045 0.253
H 3.2673 -2.8341 3.2080 -0.034 -0.088 -0.082
H 3.4936 -1.9881 4.7373 0.091 -0.091 -0.129
C 3.1908 -0.2703 -2.8302 -0.764 0.532 -0.715
H -0.7117 -1.8005 4.2320 0.039 -0.016 0.000
H 3.9005 1.3257 -0.3156 0.288 -0.335 0.097
H -2.2921 2.0428 -2.2354 -0.091 -0.089 -0.012
H 3.9130 -0.0558 0.8148 0.108 0.160 -0.461
H -4.1109 2.7236 0.5367 0.294 0.012 0.135
H 2.5438 -2.9618 -1.5046 0.362 0.158 0.199
H -3.0521 0.4462 -2.4241 -0.031 0.120 -0.034
H 3.0488 -2.5434 0.1628 0.092 0.085 -0.437
C 3.1608 -2.2703 -0.9033 -0.094 -0.112 0.008
P 2.5193 -0.4992 -1.1232 3.821 -2.793 -0.103
H -4.9272 0.4252 0.2285 0.022 -0.332 0.070
Si 1.5695 -1.0545 3.5862 0.344 0.654 -0.064
C 3.9808 0.2269 -0.2524 -0.154 0.680 0.610
H -0.2014 2.0651 1.5325 0.534 -0.114 0.076
H 0.7723 0.5472 -1.0639 -1.135 1.363 -0.306
H 4.2686 -0.4930 -2.9765 -0.687 0.018 0.583
H 4.2376 -2.3703 -1.1927 -0.908 0.101 0.164
H 2.6214 -0.8630 -3.5511 0.046 -0.117 0.096
H 0.3914 -2.2598 5.5079 0.226 0.235 -0.160
H 1.7464 0.5542 5.4749 -0.185 0.101 -0.248
H 0.5244 1.8817 1.6816 -0.526 0.119 -0.036
C 1.4839 0.6437 4.4084 0.358 -0.286 0.235
C -3.9933 -0.1223 0.4024 -0.099 -0.019 0.057
P -2.6090 0.9502 -0.0904 -0.320 -0.024 -0.333
H 4.0458 -1.2387 3.2442 -0.151 -0.040 -0.025
```
Forces are in eV/Å.

Calculated values
Spin multiplicity = 8
Net charge = +1
Total energy = -2287.08655 a.u.



No. 3
Entry from OMol25: 6 unconnected molecules or ions with the total composition C10H30IO10 in a non-equilibrium geometry (ωB97M-V with the def2-TZVPD basis set).

Geometry as XYZ:
```
51
Properties=species:S:1:pos:R:3:forces:R:3
H -1.5644 2.1048 -2.4197 0.427 -0.142 -0.132
C -2.4178 -4.5910 -0.8870 0.066 0.281 -0.837
O 6.0221 -2.4584 -0.3298 0.749 -0.432 0.350
C -1.8152 -3.1747 -0.8055 1.451 0.562 -0.760
H -2.1673 0.6025 1.3639 0.204 -0.306 0.691
H -0.9839 2.3893 2.7869 0.081 0.858 -1.189
C -1.0853 4.6578 -1.9429 -1.375 -1.467 0.096
H 5.0387 -1.3953 1.1480 0.938 0.332 -0.063
H 5.2797 0.0053 -1.2673 0.263 -0.351 0.138
O -1.8013 -2.4503 -2.0718 -0.964 -1.500 0.459
C -2.1568 3.9572 -2.8219 0.049 0.629 0.900
H -1.0626 4.2484 -0.9329 -0.823 0.076 0.268
H 0.3222 -1.1707 0.2510 0.041 0.324 -0.596
O 3.6363 -1.1132 -1.8538 0.638 0.041 -0.441
H -1.8971 4.1243 -3.8673 0.446 -0.262 -0.233
H -2.4634 -5.1644 0.0389 0.284 0.604 0.465
O -2.0541 2.2673 0.2972 -1.172 1.116 0.515
H 0.9729 0.8628 1.5493 0.425 -0.555 -0.577
C 4.8888 -1.7806 0.1395 -0.407 1.739 -0.791
C -2.5597 1.6162 1.4449 1.768 -1.221 -0.037
H -0.7662 -1.0748 2.2083 -0.261 0.775 -0.046
H 2.7323 -0.8475 -1.6698 -0.399 0.106 -0.136
O -2.2876 1.4497 3.8320 -1.149 -0.658 0.851
H 3.8718 0.0488 -0.1716 -0.065 0.492 -0.167
H -1.7187 -6.3303 -1.6965 -0.344 0.200 0.417
H 0.4228 -1.8626 3.0248 0.963 -0.369 -0.189
C -2.0689 2.3015 2.7305 0.411 -0.643 -0.421
H -1.3157 1.7855 -0.0827 0.125 -0.413 -0.094
H 0.5930 0.6859 3.1719 0.149 -0.116 0.668
H -2.3022 -2.4898 -0.1114 -0.482 -0.581 0.491
H 2.5567 -0.9541 3.0789 -0.068 -0.077 -0.018
H -3.4542 -4.4215 -1.1789 -0.236 -0.401 -0.488
H -0.7666 -3.2190 -0.5111 -0.050 -0.395 0.363
H 4.0595 -2.4534 0.3580 -0.451 -0.083 -0.837
H -2.6022 3.2497 2.7984 0.221 0.284 0.298
H -3.0772 4.5322 -2.7206 -0.487 -0.441 0.366
H 0.4057 3.4791 -2.3652 -0.111 -0.298 0.179
O 0.1564 4.4002 -2.4704 2.127 0.847 -1.044
C 1.0852 0.1463 2.3629 -0.074 -1.133 0.888
I 0.3859 0.4162 -1.9366 -0.007 0.169 0.289
O -1.6815 -5.3829 -1.8470 -0.085 0.830 -0.137
O -2.3848 2.5967 -2.5005 -0.732 0.858 -0.459
O 2.4961 -0.0934 2.6580 -1.105 0.614 -0.471
H -3.6303 1.4146 1.4806 -0.303 0.861 -0.380
H -1.0520 -1.8515 -2.0319 0.213 0.314 -0.080
C 4.4627 -0.5766 -0.8407 -1.015 -1.936 1.976
C 0.3161 -1.1980 2.1675 -0.273 1.197 -0.985
H -1.7040 1.7126 4.5475 -0.103 0.028 -0.043
O 0.6255 -1.7974 0.9120 0.400 -0.609 1.315
H -1.3020 5.7239 -1.8753 0.379 0.145 -0.283
H 5.8125 -2.9277 -1.1406 -0.277 0.104 -0.048
```
Forces are in eV/Å.

Calculated values
Net charge = -1
Total energy = -1449.09111 a.u.